# 1
2 unconnected molecules or ions with the total composition C6H17N4O at a distorted geometry. Source: the Open Molecules 2025 dataset; level of theory: ωB97M-V/def2-TZVPD.

* lowest unoccupied orbital energy (spin up / spin down): -2.8 / -2.8 eV
* frontier orbital gap (spin up / spin down): 0.326 / 0.326 hartree
* electronic energy: -532.64590 Eh
* energy relative to the best compared isomer or geometry (same formula, charge and spin): 686.5 kJ/mol
* charge: +1
* M: 161.23 g/mol

Each line ends with the Löwdin charge.
Cartesian coordinates (Å):
O 2.33667 0.37313 1.16114  -0.201
N -1.49956 -1.42573 0.53988  -0.037
N -0.04031 0.92987 0.50356  0.071
N -4.07376 -1.00083 -0.97694  0.109
N -2.02397 -0.17345 0.82542  -0.153
C 0.99251 1.64096 -0.34424  -0.072
C 1.83624 -1.45691 -0.61889  -0.087
C 2.34699 1.56310 0.40938  -0.186
C -4.00781 -0.24918 -0.04927  -0.043
C 2.86590 -0.82072 0.29258  -0.144
C -1.43278 0.77484 -0.01533  -0.233
H -4.83944 -1.06814 -1.68240  0.119
H -4.68404 0.45130 0.51498  0.116
H 1.00546 1.17635 -1.27992  0.103
H 3.81664 -0.55630 -0.26383  0.134
H -1.55415 -1.52398 -0.51584  0.095
H 3.26025 1.49995 -0.24036  0.143
H 3.08154 -1.56149 1.16857  0.152
H 2.01183 -2.54154 -0.76317  0.107
H -0.10107 1.47912 1.33352  0.166
H -1.87184 -2.18626 1.19259  0.141
H 1.83497 -1.02134 -1.56961  0.054
H -1.94685 1.65481 0.25055  0.128
H -1.36626 0.41023 -0.99940  0.114
H 2.28266 2.39422 1.15265  0.142
H 0.65100 2.62136 -0.46325  0.115
H 0.30950 -0.01308 0.67847  0.108
H 0.80970 -1.37029 -0.24085  0.038

# 2
C6H17N5O2 in the gas phase at a distorted geometry. Source: the Open Molecules 2025 dataset; level of theory: ωB97M-V/def2-TZVPD.

* lowest unoccupied orbital energy: 0.8 eV
* frontier orbital gap: 0.378 hartree
* electronic energy: -663.05566 Eh
* energy relative to the best compared isomer or geometry (same formula, charge and spin): 98.5 kJ/mol
* M: 191.23 g/mol

Each line ends with the Löwdin charge.
Cartesian coordinates (Å):
O 0.96514 1.32048 0.74161  0.078
O 0.18557 3.35093 0.96943  0.099
N 0.96803 -1.90446 -2.56474  0.061
N -2.33955 2.40558 1.29736  0.051
N 2.20002 0.00324 -1.58980  -0.068
N 0.50555 -1.11238 -0.31763  -0.067
N 3.18138 -0.85259 -0.90809  0.000
C -1.53016 0.04022 1.56462  -0.157
C -1.26157 1.55121 1.75716  -0.322
C -0.89061 -1.60115 -0.25138  -0.188
C 0.03115 2.16527 1.16180  -0.476
C -1.80950 -0.41910 0.13282  -0.168
C 0.93954 -0.74599 -1.65580  -0.467
H -0.66366 -0.52004 1.93663  0.111
H -3.12076 2.21995 1.89218  0.067
H 4.09199 -0.63373 -1.28029  0.067
H 3.16013 -0.65907 0.08767  0.065
H 1.09743 -1.85542 -0.02354  0.096
H 0.87626 0.38378 0.53331  0.035
H -1.13539 1.65241 2.86296  0.150
H -1.61281 0.44755 -0.52355  0.115
H -2.83613 -0.73876 -0.03071  0.107
H 2.11117 0.87025 -1.06328  0.087
H -0.78484 -2.37271 0.49385  0.114
H -1.17117 -2.03661 -1.22468  0.111
H -2.04970 3.37507 1.51144  0.090
H 1.31104 -1.61358 -3.47664  0.071
H -2.38126 -0.22541 2.19647  0.113
H 1.77795 -2.48422 -2.26043  0.076
H 0.18474 -0.01069 -1.96876  0.149

# 3
A gas-phase ion, C6H17N5O3S (charge +2) at a distorted geometry. Source: the Open Molecules 2025 dataset; level of theory: ωB97M-V/def2-TZVPD.

* lowest unoccupied orbital energy: -6.5 eV
* frontier orbital gap: 0.312 hartree
* electronic energy: -1135.57889 Eh
* energy relative to the best compared isomer or geometry (same formula, charge and spin): 0.0 kJ/mol
* charge: +2
* M: 239.30 g/mol

Each line ends with the Löwdin charge.
Cartesian coordinates (Å):
S 0.62898 1.15867 -0.20483  1.059
O -3.48341 -0.52281 -0.82509  -0.063
O 0.32442 -0.36433 -0.84699  -0.330
O -3.19684 -1.71786 1.04173  -0.116
N -1.09060 -3.31635 -0.99427  0.238
N -2.80790 -0.51029 0.45158  -0.157
N 4.67379 2.74915 -2.09037  0.178
N -1.50217 -0.16416 0.33399  0.073
N -1.09792 -2.14860 -0.90654  0.101
C 3.30383 2.44305 -1.51666  -0.151
C -4.92620 -0.57171 -0.60977  0.003
C -3.01555 -1.97455 2.47397  0.023
C 3.46067 1.54644 -0.26133  -0.250
C 2.28471 0.74066 0.24925  -0.452
C -0.77563 -0.98662 -0.35616  -0.431
H 4.22922 0.89154 -0.59338  0.102
H -3.78279 -2.66327 2.70112  0.086
H -2.97349 -0.94614 3.03658  0.145
H -3.28599 0.31383 0.88939  0.221
H 2.66568 -0.23075 -0.19015  0.123
H -2.12507 -2.54069 2.71084  0.085
H 2.60527 1.95781 -2.33515  0.176
H -1.41454 -3.74100 -1.89831  0.144
H 4.52176 3.33176 -2.94459  0.191
H -5.28634 -0.95086 -1.58692  0.124
H -5.14461 -1.35804 0.05383  0.074
H 5.11768 1.93527 -2.49191  0.162
H -5.39911 0.39618 -0.41098  0.111
H 3.78653 2.13211 0.56383  0.112
H 3.00662 3.39133 -1.09489  0.126
H 2.52577 0.58774 1.29128  0.092
H 5.31005 3.22525 -1.40627  0.202

# 4
2 unconnected molecules or ions with the total composition C6H17NO at a distorted geometry. Source: the Open Molecules 2025 dataset; level of theory: ωB97M-V/def2-TZVPD.

* lowest unoccupied orbital energy: 0.9 eV
* frontier orbital gap: 0.365 hartree
* electronic energy: -368.76225 Eh
* energy relative to the best compared isomer or geometry (same formula, charge and spin): 101.4 kJ/mol
* M: 119.21 g/mol

Each line ends with the Löwdin charge.
Cartesian coordinates (Å):
O -1.95324 -3.12088 -0.11853  -0.091
N 0.08500 -0.98223 -0.90031  -0.109
C -0.17020 1.03795 2.19236  -0.058
C 1.05335 -1.99680 -1.37419  -0.095
C -1.22864 1.94097 0.04469  -0.081
C -0.58307 0.69053 0.71274  -0.352
C 0.63746 0.13276 -0.06294  -0.392
C 1.41812 1.17163 -0.82106  -0.071
H 0.55578 -2.93106 -1.13311  0.057
H 1.94060 -1.95482 -0.73634  0.079
H -0.11342 0.25610 2.94679  0.069
H 1.74149 1.99704 -0.16653  0.088
H -1.47090 0.05642 0.77625  0.117
H 0.88167 1.32343 2.05813  0.068
H 2.35051 0.76044 -1.19611  0.077
H -1.49834 -2.25376 -0.15200  -0.006
H 0.82359 1.68395 -1.57830  0.076
H 1.37577 -0.36506 0.58965  0.132
H 1.30009 -1.91811 -2.43318  0.077
H -1.87940 2.40333 0.78425  0.067
H -0.80607 1.84578 2.54796  0.064
H -1.49539 -3.56998 0.60915  0.035
H -0.58162 2.73200 -0.32084  0.067
H -1.94296 1.53930 -0.67139  0.077
H -0.44018 -0.47894 -1.59713  0.105

# 5
2 unconnected molecules or ions with the total composition C6H17NO2 at a distorted geometry. Source: the Open Molecules 2025 dataset; level of theory: ωB97M-V/def2-TZVPD.

* lowest unoccupied orbital energy: 0.8 eV
* frontier orbital gap: 0.370 hartree
* electronic energy: -443.95080 Eh
* energy relative to the best compared isomer or geometry (same formula, charge and spin): 236.6 kJ/mol
* M: 135.21 g/mol

Each line ends with the Löwdin charge.
Cartesian coordinates (Å):
O 0.88733 0.02120 -2.71220  -0.073
O -1.20825 -1.48164 -1.57225  -0.087
N 2.63580 0.08946 -1.14212  0.035
C -1.88276 0.54449 1.78542  -0.084
C -0.66399 0.22730 0.93491  -0.520
C 0.00537 1.50102 0.43926  -0.065
C -1.40373 -0.66591 -0.43444  -0.188
C 0.29849 -0.65780 1.71020  -0.069
C 1.43876 -0.58859 -1.56364  -0.390
H 1.70081 -1.63391 -1.77847  0.124
H 1.59298 0.11750 -3.36512  0.098
H 2.44231 1.04317 -0.84354  0.064
H 0.67527 -0.11817 2.58242  0.086
H -2.34808 -0.36670 2.15845  0.081
H -2.62749 1.08841 1.20414  0.084
H -0.83902 -0.93953 -2.28390  0.062
H -2.04459 -1.31816 0.16674  0.101
H 3.09750 -0.41187 -0.39398  0.072
H 0.25113 1.42071 -0.62341  0.062
H -2.09402 0.12414 -0.76856  0.110
H 1.14944 -0.96204 1.10221  0.062
H -0.19684 -1.56003 2.06587  0.085
H 0.45951 -0.69003 -0.84543  0.097
H -0.65035 2.36209 0.55630  0.081
H -1.61131 1.15734 2.64528  0.092
H 0.93575 1.69754 0.97586  0.080

# 6
A molecular structure, C6H17NO2Rb at a distorted geometry. Source: the Open Molecules 2025 dataset; level of theory: ωB97M-V/def2-TZVPD.

* lowest unoccupied orbital energy (spin up / spin down): -6.4 / -12.7 eV
* frontier orbital gap (spin up / spin down): 0.389 / 0.153 hartree
* electronic energy: -467.42594 Eh
* charge: +2
* spin multiplicity: 2
* M: 220.68 g/mol

Each line ends with the Löwdin spin population.
Cartesian coordinates (Å):
Rb -8.53027 0.91619 -16.84602  0.000
O -8.65008 2.90148 -19.48494  0.373
O -11.24598 0.79060 -15.86166  0.011
N -10.11296 3.57392 -16.91407  0.345
C -9.16248 2.27229 -20.68254  0.030
C -9.20839 4.45158 -17.62731  0.050
C -10.83993 -0.05533 -13.71302  0.000
C -9.33888 4.08005 -19.16885  0.056
C -11.04379 -0.42300 -15.16429  0.002
C -7.80773 4.27506 -17.03167  0.015
H -10.20423 1.96453 -20.59235  0.012
H -10.52651 4.04329 -16.12113  0.007
H -10.38740 3.93483 -19.42891  0.008
H -10.97647 3.42906 -17.41752  0.010
H -8.85034 4.79314 -19.83288  0.045
H -10.26941 -1.11719 -15.49069  0.000
H -8.51377 1.39636 -20.68527  0.000
H -7.64382 4.51483 -15.98109  0.000
H -9.89752 0.47890 -13.59244  0.000
H -9.56242 5.46770 -17.45338  0.018
H -11.88819 1.32095 -15.38427  0.000
H -9.02582 2.94657 -21.52799  0.017
H -7.16519 4.91044 -17.64122  0.000
H -7.37291 3.28266 -17.15071  0.000
H -11.57678 0.62043 -13.27884  0.000
H -11.95923 -1.00578 -15.26639  0.001
H -10.82783 -0.99297 -13.15732  0.000

# 7
3 unconnected molecules or ions with the total composition C6H17NO5 at a distorted geometry. Source: the Open Molecules 2025 dataset; level of theory: ωB97M-V/def2-TZVPD.

* lowest unoccupied orbital energy: 0.4 eV
* frontier orbital gap: 0.360 hartree
* electronic energy: -669.71358 Eh
* energy relative to the best compared isomer or geometry (same formula, charge and spin): 51.7 kJ/mol
* M: 183.20 g/mol

Each line ends with the Löwdin charge.
Cartesian coordinates (Å):
O -1.27881 -0.96038 4.03822  -0.073
O 1.45693 3.31991 -4.85136  -0.058
O 2.91410 -4.75293 0.52508  0.010
O -0.38253 1.16200 2.18145  -0.081
O 0.18718 1.59312 -2.67096  -0.098
N 1.48267 -3.68502 1.78015  0.153
C 1.94168 -4.00982 0.58655  -0.611
C -0.52004 2.53712 -3.54975  -0.205
C -2.05723 0.18766 3.79622  -0.240
C 1.24504 -3.37352 -0.63416  0.005
C -1.71629 0.66447 2.32932  -0.216
C 0.35209 3.68732 -4.03404  -0.257
H 0.42794 2.00733 -1.83905  0.073
H -3.09642 0.22916 4.12252  0.117
H -2.39356 1.49927 2.14902  0.111
H 0.70648 -3.03913 1.75937  0.095
H 2.01216 2.67519 -4.40677  0.082
H 1.92777 -2.70362 -1.15688  0.085
H 0.73026 4.25104 -3.18121  0.111
H -1.52894 0.94418 4.37646  0.109
H -1.36746 -1.07712 4.98695  0.086
H -1.81933 -0.13283 1.59325  0.110
H 1.89767 -4.05342 2.62404  0.121
H 0.21976 0.80805 2.83991  0.076
H -0.97804 1.98970 -4.37355  0.120
H 0.90988 -4.15774 -1.31294  0.081
H 0.33505 -2.88644 -0.28379  0.062
H -0.31618 4.39082 -4.53061  0.118
H -1.29182 2.88563 -2.86345  0.111

# 8
A gas-phase ion, C6H17NOP (charge +1) at a distorted geometry. Source: the Open Molecules 2025 dataset; level of theory: ωB97M-V/def2-TZVPD.

* lowest unoccupied orbital energy: -2.8 eV
* frontier orbital gap: 0.366 hartree
* electronic energy: -709.91891 Eh
* energy relative to the best compared isomer or geometry (same formula, charge and spin): 24.7 kJ/mol
* charge: +1
* M: 150.18 g/mol

Each line ends with the Löwdin charge.
Cartesian coordinates (Å):
P -1.38564 -0.32803 -0.36796  0.986
O -0.38897 -1.30502 -1.27936  -0.478
N 0.83417 -0.73909 1.09028  -0.019
C -1.78571 0.99886 -1.59030  -0.237
C 1.05381 1.30334 -0.29063  -0.066
C -0.56455 1.30808 1.79659  -0.024
C 2.04757 -0.52258 1.89815  0.008
C 0.11794 0.45575 0.53341  -0.580
C -0.96073 -2.30386 -2.12161  -0.121
H 1.48620 0.71951 -1.10209  0.097
H 0.15171 -1.26818 1.64686  0.166
H -2.04539 1.91212 -1.06366  0.045
H 2.44753 -1.47840 2.22715  0.111
H 0.51163 2.13685 -0.72562  0.088
H -2.66254 0.68517 -2.15626  0.045
H -0.95511 1.16716 -2.27217  0.051
H -1.31073 1.97101 1.38055  0.068
H -0.27138 -2.44934 -2.95128  0.094
H 1.05587 -1.31547 0.26270  0.158
H 1.81169 0.08020 2.77167  0.106
H 0.19551 1.89098 2.30167  0.075
H 1.85503 1.72565 0.31270  0.087
H -1.93155 -2.00034 -2.51474  0.081
H 2.80888 -0.01724 1.30887  0.103
H -1.07571 -3.23910 -1.57183  0.088
H -1.03952 0.61197 2.47690  0.070

# 9
C6H17NSi in the gas phase at a distorted geometry. Source: the Open Molecules 2025 dataset; level of theory: ωB97M-V/def2-TZVPD.

* lowest unoccupied orbital energy: 1.0 eV
* frontier orbital gap: 0.374 hartree
* electronic energy: -583.03249 Eh
* energy relative to the best compared isomer or geometry (same formula, charge and spin): 43.2 kJ/mol
* M: 131.29 g/mol

Each line ends with the Löwdin charge.
Cartesian coordinates (Å):
Si -1.07704 0.10122 0.68566  0.485
N -1.59024 1.69775 0.91396  -0.097
C -2.34370 -1.20773 0.25404  -0.335
C 2.02176 1.24035 0.56456  -0.101
C -2.01635 -2.51307 1.03041  -0.203
C 0.27759 -0.02533 -0.61861  -0.284
C 1.32004 1.08650 -0.76958  -0.480
C 2.34565 0.62038 -1.81972  -0.083
H 2.88224 1.78793 0.37560  0.046
H -2.53155 -3.20264 0.44528  0.025
H -3.34488 -0.92674 0.47646  0.049
H -0.46523 -0.33462 2.09873  0.022
H 0.68925 -0.96471 -0.48974  0.051
H -0.97302 -3.00899 0.89839  0.103
H 2.25146 0.19998 0.89077  0.097
H -2.49661 2.04463 0.63343  0.027
H 3.03898 -0.05792 -1.48347  0.052
H -0.19496 -0.18031 -1.57620  0.073
H 2.87129 1.43580 -2.42007  0.104
H -0.86333 2.40102 0.66299  0.041
H 1.77641 0.32722 -2.63153  0.040
H -2.30555 -1.66165 -0.77499  0.086
H 1.34956 1.71541 1.36372  0.091
H 0.82026 2.00058 -1.15392  0.134
H -2.31687 -2.42921 2.06376  0.057